Density functional theory data (the ωB97M-V functional and the def2-TZVPD basis) for a 2-piece molecular cluster, C8H16O2 overall.

```
26
Properties=species:S:1:pos:R:3:forces:R:3:lowdin_charge:R:1
C 1.919772 0.275955 0.686277 -1.0 -0.4 -0.6 0.0480
C 0.598950 0.561359 0.687973 0.6 0.2 4.2 -0.3699
C 0.163783 2.008008 0.746092 -0.5 -0.3 -0.9 -0.0324
O -0.366781 -0.206626 1.524133 0.5 0.7 -1.4 -0.2115
C 0.066761 -0.898901 2.673035 1.0 0.1 -0.4 -0.0994
H 2.641953 1.046725 0.474906 0.0 0.1 -0.4 0.0642
H 2.293598 -0.730886 0.761974 0.1 -0.2 0.3 0.0594
H 0.157938 2.363985 1.775070 0.1 -0.1 0.0 0.0887
H -0.845590 2.108173 0.350256 -0.1 0.0 0.0 0.0687
H 0.812191 2.632889 0.137285 0.1 0.0 0.0 0.0831
H 0.376272 -0.202979 3.462767 0.0 -0.1 0.0 0.0897
H 0.912157 -1.544355 2.412047 -0.1 -0.1 0.3 0.0774
H -0.753443 -1.521754 3.032740 -0.1 0.1 -0.1 0.0862
C -0.221698 0.670988 -2.281517 0.5 0.4 0.9 -0.0563
C -0.356208 -0.398741 -1.219154 -3.4 -1.4 -1.6 -0.3813
C 0.367968 -1.678258 -1.580467 0.3 0.4 0.5 -0.0725
C -1.587006 -0.571826 -0.612641 2.0 0.5 -0.9 -0.1641
O -2.465210 0.457221 -0.490625 -0.2 0.0 0.0 0.0149
H 0.813494 1.015047 -2.301182 0.1 0.2 -0.1 0.0787
H -0.869013 1.518008 -2.071661 0.0 0.1 -0.1 0.0724
H -0.463723 0.276647 -3.269115 0.0 -0.1 0.0 0.0837
H 0.240289 -2.436444 -0.809385 0.0 -0.1 0.0 0.0782
H 0.012581 -2.077800 -2.531650 0.0 0.0 0.0 0.0802
H 1.433689 -1.474516 -1.688042 0.2 -0.1 0.0 0.0719
H -1.874862 -1.514409 -0.163332 0.1 0.1 0.2 0.1299
H -3.007861 0.322488 0.294216 0.0 0.0 -0.1 0.1120
```
Positions in Å, forces in eV/Å.

Spin multiplicity: 1
Energy relative to the best compared isomer or geometry (same formula, charge and spin) (kJ/mol): 409.8
Gap between HOMO and LUMO (Ha): 0.30207


Density functional theory data (the ωB97M-V functional and the def2-TZVPD basis) for one molecule with the formula C8H16O5S.

```
30
Properties=species:S:1:pos:R:3:forces:R:3:lowdin_charge:R:1
C 1.493706 -0.791954 2.262627 -0.2 0.0 -0.2 -0.1015
O 0.438131 -0.815248 3.201486 0.2 0.1 0.1 -0.1779
C -0.719044 -0.120898 2.793802 -0.1 -0.1 0.1 -0.2412
C -1.649558 -0.970868 1.936508 0.1 -0.1 0.0 -0.1596
C -1.356201 -1.091855 0.432007 -0.3 0.0 0.1 -0.1828
C -0.817622 0.164442 -0.241179 -0.1 -0.2 -0.2 -0.1681
C -0.521813 -0.087587 -1.707134 -0.2 0.1 -0.2 -0.2655
O 0.353484 -1.223320 -1.909201 0.0 0.0 0.3 -0.1541
S 1.833439 -0.680699 -2.031846 0.0 0.1 -0.1 0.5938
O 2.590623 -1.637829 -2.742874 0.1 0.1 -0.2 -0.1992
O 2.283661 -0.175909 -0.777343 0.0 -0.1 0.1 -0.2175
O 1.449225 0.559168 -2.944659 0.0 -0.3 0.1 -0.1681
C 0.150762 1.068612 -2.511914 0.2 0.4 -0.1 -0.2744
C 0.322781 2.422109 -1.819841 0.1 -0.1 -0.2 -0.0058
H 1.262623 -1.387748 1.373669 0.1 0.0 0.0 0.0749
H 1.708390 0.229601 1.933347 0.1 0.0 0.0 0.0856
H 2.373531 -1.207620 2.743274 0.0 0.0 0.1 0.0926
H -1.245865 0.136712 3.713342 0.0 0.0 0.0 0.1213
H -0.446143 0.822349 2.308224 0.0 0.1 0.0 0.1127
H -2.671980 -0.623890 2.092695 0.0 0.2 -0.1 0.1098
H -1.601178 -1.970628 2.371956 -0.2 0.0 0.0 0.1189
H -2.306230 -1.323556 -0.059247 0.0 -0.2 -0.1 0.1172
H -0.711324 -1.947745 0.245476 0.2 0.1 0.0 0.1097
H -1.607272 0.920350 -0.230370 0.1 0.2 0.2 0.1373
H 0.068482 0.562191 0.248927 0.0 0.0 0.1 0.0889
H -1.443281 -0.354031 -2.222824 0.0 -0.2 0.1 0.1582
H -0.379006 1.220193 -3.447840 -0.1 -0.2 0.0 0.1461
H 1.381913 2.668405 -1.801042 0.0 0.0 0.1 0.0960
H -0.060974 2.442503 -0.806651 0.0 0.0 0.1 0.0692
H -0.173261 3.194750 -2.403374 -0.1 0.1 0.1 0.0836
```
Positions in Å, forces in eV/Å.

Spin multiplicity: 1
Energy relative to the best compared isomer or geometry (same formula, charge and spin) (kJ/mol): 92.6
Gap between HOMO and LUMO (Ha): 0.37543


Density functional theory data (the ωB97M-V functional and the def2-TZVPD basis) for a 2-piece molecular cluster, C8H16OS overall.

```
26
Properties=species:S:1:pos:R:3:forces:R:3:lowdin_charge:R:1
C -1.130966 -1.210850 -0.770240 1.1 0.8 -0.4 0.0821
C -1.031277 -2.216638 0.044083 -0.3 -0.6 0.4 -0.4510
C -2.174631 -3.200290 0.217540 0.1 0.3 -0.2 -0.0663
C 0.166374 -2.471945 0.910756 0.1 0.1 -0.1 -0.0653
C 0.342006 1.284897 1.031920 0.1 -0.1 -0.1 -0.0968
C 1.983316 2.670238 -0.263831 0.1 -0.1 -0.1 -0.1008
C -0.381343 2.405128 -1.109823 0.2 -0.2 0.0 -0.1047
C 0.765706 1.761440 -0.348645 0.0 -0.3 -0.1 -0.7858
O 2.372509 -0.369476 -0.588333 0.7 -0.4 0.4 -0.5581
S 1.283093 0.265163 -1.349446 -1.4 0.5 0.0 0.9584
H -1.825305 -0.830836 -1.483431 -0.4 0.1 -0.3 0.0387
H -1.843455 -4.188813 -0.098883 0.0 -0.1 0.0 0.0801
H -3.036481 -2.911728 -0.378943 -0.1 0.0 0.0 0.0721
H -2.463201 -3.249324 1.266740 0.0 -0.1 0.1 0.0801
H 0.388560 -3.536644 0.947464 0.0 -0.1 0.0 0.0809
H 1.035760 -1.940646 0.537290 0.1 0.0 0.1 0.0428
H -0.041332 -2.134554 1.927221 0.0 0.0 0.1 0.0883
H 0.141434 2.132898 1.683935 0.0 0.1 0.1 0.0874
H -0.551839 0.669420 0.960036 -0.1 0.0 0.1 0.0624
H 1.137560 0.689044 1.474006 0.1 0.0 0.1 0.0788
H 2.260706 3.042274 -1.248257 0.1 0.1 -0.1 0.0802
H 2.826895 2.121220 0.151797 0.1 0.0 0.0 0.0771
H 1.780060 3.523849 0.382138 -0.1 0.1 0.0 0.0877
H -0.072813 2.667812 -2.120059 0.0 0.1 -0.1 0.0774
H -1.220819 1.717984 -1.171880 -0.2 0.0 0.0 0.0635
H -0.710514 3.310379 -0.603153 0.0 0.1 0.1 0.0906
```
Positions in Å, forces in eV/Å.

Spin multiplicity: 1
Energy relative to the best compared isomer or geometry (same formula, charge and spin) (kJ/mol): 351.7
Gap between HOMO and LUMO (alpha / beta) (Ha): 0.29244 / 0.31644


Density functional theory data (the ωB97M-V functional and the def2-TZVPD basis) for a 2-piece molecular cluster, C8H16OS overall.

```
26
Properties=species:S:1:pos:R:3:forces:R:3:lowdin_charge:R:1
C -0.652669 -0.300804 0.561125 -0.7 1.6 0.9 -0.4600
C -1.058471 -0.344904 -0.939484 -0.4 -1.9 0.0 -0.4545
C 0.321873 0.001272 -0.500988 -0.1 4.0 -1.0 -0.4844
C -1.246730 0.808632 1.478318 -0.4 -1.5 -1.1 -0.0328
C -0.392945 -1.450962 1.513553 0.5 -1.0 0.3 -0.0565
C -1.429913 -1.794699 -1.433943 -0.3 1.5 -0.7 0.0003
C 0.560232 2.364990 -0.890726 1.8 -1.6 1.2 -0.0003
C 3.093268 -0.039466 0.130643 0.7 -0.8 1.8 -0.4135
O -1.940056 0.614940 -1.512483 0.9 -0.3 0.6 -0.0054
S 1.810735 -0.667357 -0.979413 0.6 -0.5 -0.9 0.8676
H -2.241119 0.289669 1.797938 1.8 1.4 0.2 0.1257
H -1.463132 1.721123 0.909921 0.1 -0.1 0.5 0.0621
H -0.408599 0.886394 2.214447 -1.4 0.6 0.0 0.0945
H -0.722905 -1.188214 2.556462 0.4 -0.4 -1.1 0.0926
H 0.673370 -1.762103 1.513818 -0.4 0.4 0.2 0.0791
H -0.895186 -2.363571 1.216121 -0.4 -0.2 0.1 0.0631
H -1.217286 -1.997618 -2.543152 0.3 0.2 1.8 0.1038
H -2.536834 -1.753760 -1.400770 0.5 -0.4 0.2 0.0840
H -1.029166 -2.509694 -0.678647 -0.3 0.2 -1.3 0.0686
H -0.220462 3.034490 -1.269154 -0.1 -0.5 0.1 -0.0070
H 1.458618 2.368989 -1.591053 -1.3 -0.3 0.9 0.0212
H 0.876126 2.649382 0.166282 -0.5 -0.3 -1.5 0.0201
H 3.958368 -0.762618 -0.021792 -1.0 1.0 -0.1 0.0367
H 2.751320 -0.341549 1.218742 0.8 1.4 -1.9 0.0671
H 3.483526 1.034085 -0.075393 -1.1 -1.8 0.7 0.0658
H -1.531960 1.503351 -1.440366 0.0 -0.8 0.0 0.0623
```
Positions in Å, forces in eV/Å.

Spin multiplicity: 1
Energy relative to the best compared isomer or geometry (same formula, charge and spin) (kJ/mol): 532.3
Gap between HOMO and LUMO (alpha / beta) (Ha): 0.29526 / 0.29529


Density functional theory data (the ωB97M-V functional and the def2-TZVPD basis) for a 2-piece molecular cluster, C8H16S2 overall.

```
26
Properties=species:S:1:pos:R:3:forces:R:3:lowdin_charge:R:1
C 0.939457 0.236976 2.407685 -0.3 -0.4 -1.9 -0.2537
C -0.549392 0.437376 2.799515 1.1 0.7 -0.6 -0.2695
C -0.980792 -0.824773 3.482874 -0.2 -0.7 1.9 -0.4825
S -0.023793 -2.304703 2.859865 0.1 1.4 -0.4 0.7886
C 1.006527 -1.177753 1.792625 0.4 -0.5 0.0 -0.4810
H 1.759207 0.357286 3.141845 -1.0 0.0 0.1 0.1167
H 1.140897 0.923306 1.562805 0.2 0.0 0.5 0.0990
H -1.154492 0.613666 1.889445 0.5 0.0 0.3 0.1090
H -0.580273 1.361346 3.408424 -0.5 -0.6 0.0 0.1154
H -2.068802 -1.028933 3.483574 0.6 0.1 -0.2 0.0755
H -0.658412 -0.714233 4.536114 -0.4 -0.3 -0.3 0.0685
H 2.064467 -1.499323 1.739665 -0.6 -0.2 0.1 0.0764
H 0.582377 -1.246553 0.772425 0.3 0.3 0.6 0.0316
C -0.105733 -0.028993 -1.581334 0.4 -0.5 -1.2 -0.2150
C -1.173432 0.034036 -2.756333 0.7 0.0 0.2 -0.2361
C -0.628872 1.075996 -3.711652 -2.0 2.3 0.3 -0.5891
S 1.125047 1.028156 -3.931593 0.3 -1.2 0.3 0.8165
C 1.275947 0.252046 -2.254353 1.1 -0.2 0.2 -0.4631
H -0.039373 -1.039393 -1.133964 -0.3 0.6 -0.2 0.0872
H -0.207473 0.699396 -0.753964 -0.6 -0.3 -0.6 0.0995
H -2.193752 0.302476 -2.421204 0.6 -0.1 -0.1 0.1114
H -1.260392 -0.834593 -3.437042 0.2 -0.4 1.2 0.1115
H -0.759292 2.058806 -3.219173 -0.5 -0.2 -0.4 0.0677
H -1.259282 1.069206 -4.621592 0.8 0.1 0.1 0.0863
H 1.831877 -0.697523 -2.375604 -0.2 0.6 0.0 0.0670
H 1.917757 0.946706 -1.679044 -0.4 -0.5 0.0 0.0622
```
Positions in Å, forces in eV/Å.

Spin multiplicity: 1
Energy relative to the best compared isomer or geometry (same formula, charge and spin) (kJ/mol): 101.7
Gap between HOMO and LUMO (Ha): 0.33437


Density functional theory data (the ωB97M-V functional and the def2-TZVPD basis) for a 3-piece molecular cluster, C8H17BNO9 overall.

```
36
Properties=species:S:1:pos:R:3:forces:R:3:lowdin_charge:R:1
O -3.054598 1.886375 -2.946335 0.3 -0.2 0.1 0.0623
N -4.298570 1.573580 -3.521245 0.2 0.5 -0.1 0.1641
B -5.491189 2.396509 -2.941038 -0.5 0.5 0.4 -0.6659
O -5.349257 3.706437 -2.769555 0.8 0.6 -0.6 0.2625
O -6.604790 1.790868 -2.625300 -0.6 -1.4 -0.4 0.3182
H -3.142260 2.707309 -2.427680 -0.3 0.1 -0.2 0.1426
H -4.430134 0.570739 -3.409406 0.2 -0.2 0.0 0.1968
H -4.214108 1.787174 -4.519261 0.1 -0.2 -0.2 0.2067
H -5.503721 4.189117 -3.595904 0.1 0.6 0.4 0.1604
H -6.659193 0.876326 -2.937449 -0.5 -0.1 0.5 0.1471
C 0.011708 0.496791 -3.133544 0.1 0.2 0.0 -0.0241
C 0.848572 -0.133993 -2.046744 -0.2 0.2 -0.3 -0.3258
C 0.107545 -0.488052 -0.778589 0.0 -0.2 0.1 -0.0968
O 1.148919 -0.431075 0.198681 -0.1 0.1 -0.1 0.0586
C 2.083410 0.452217 -0.248753 -0.2 0.0 -0.2 -0.5448
O 2.980355 0.863644 0.397588 0.2 0.2 0.0 0.1814
O 1.826450 0.791402 -1.543138 0.0 -0.2 0.1 0.0887
H -0.590022 -0.257949 -3.641216 0.0 0.0 0.0 0.0882
H -0.652487 1.257012 -2.724849 0.0 0.0 0.1 0.0577
H 0.648541 0.988408 -3.867304 0.0 -0.1 -0.1 0.0948
H 1.385286 -1.001190 -2.440306 0.0 0.0 0.0 0.1630
H -0.345205 -1.476482 -0.800558 0.1 -0.1 0.1 0.1408
H -0.651090 0.253985 -0.512407 0.0 0.0 -0.1 0.1341
C 3.198611 -0.430243 3.013593 -0.2 -0.2 0.1 -0.0303
C 3.200162 -1.293890 4.250210 0.0 0.3 -0.3 -0.3220
C 3.829418 -2.655928 4.090634 0.1 -0.1 0.2 -0.0929
O 3.147927 -3.419529 5.098297 0.0 0.1 -0.1 0.0621
C 1.927118 -2.854219 5.279031 0.2 0.1 -0.2 -0.5678
O 1.046128 -3.336005 5.904728 -0.2 -0.1 0.2 0.1700
O 1.858238 -1.660736 4.634265 0.1 -0.1 0.1 0.0798
H 4.182462 -0.000973 2.835751 0.0 0.0 0.0 0.0953
H 2.911448 -1.005391 2.137859 0.0 -0.1 0.0 0.0683
H 2.479480 0.379226 3.117360 0.1 0.1 0.1 0.0919
H 3.646331 -0.753792 5.090084 0.0 -0.1 0.1 0.1589
H 4.902240 -2.661307 4.264016 0.0 -0.1 0.2 0.1391
H 3.616278 -3.106366 3.118485 0.0 0.1 -0.1 0.1369
```
Positions in Å, forces in eV/Å.

Net charge: +1
Spin multiplicity: 1
Gap between HOMO and LUMO (Ha): 0.26887


Density functional theory data (the ωB97M-V functional and the def2-TZVPD basis) for a 2-piece molecular cluster, C8H17Br2OP overall.

```
29
Properties=species:S:1:pos:R:3:forces:R:3:lowdin_charge:R:1
C -2.384290 -0.566012 0.108198 0.1 0.0 -0.3 -0.0446
C -1.150876 -1.341262 -1.922459 0.1 0.1 0.2 -0.0441
C -1.396568 1.095244 -1.482839 0.0 -0.1 0.1 -0.0453
C 0.262024 -0.493552 2.454372 0.0 0.2 0.4 -0.0021
C 0.450987 1.729565 1.286212 -0.3 0.3 0.3 -0.0217
C 0.136771 -0.372488 -0.041982 -0.1 -0.2 -0.2 -0.1551
C -1.214664 -0.272899 -0.829867 -0.3 0.1 0.1 -0.5710
C 0.233295 0.311556 1.245021 0.2 -0.1 -0.5 -0.2085
O 5.830296 -0.133064 -0.525341 1.0 0.2 0.3 -0.6264
P 4.498765 -0.370107 -1.065910 0.1 -0.5 -1.3 0.0305
Br 3.358778 -1.495089 0.606008 -0.6 -0.8 1.0 0.0842
Br 3.303231 1.609862 -0.660136 -0.6 1.2 0.0 0.0980
H -3.315983 -0.551852 -0.453685 -0.1 0.0 0.0 0.0926
H -2.451144 0.179242 0.897344 -0.1 0.1 0.2 0.0865
H -2.280906 -1.549142 0.560449 0.0 -0.2 0.1 0.0886
H -1.031496 -2.332404 -1.491668 0.0 -0.1 0.0 0.0903
H -0.315166 -1.155216 -2.591277 0.1 0.0 -0.1 0.0970
H -2.065386 -1.335511 -2.510079 -0.1 0.0 0.0 0.0903
H -1.639261 1.865220 -0.755644 0.0 0.1 0.1 0.0739
H -2.224197 1.046939 -2.187533 -0.1 0.0 0.0 0.0915
H -0.506194 1.393712 -2.029996 0.1 0.1 -0.1 0.0959
H -0.548905 -1.220689 2.459107 -0.1 -0.1 -0.1 0.1129
H 0.257445 0.095963 3.365700 0.0 0.0 0.1 0.1004
H 1.182980 -1.094683 2.408469 0.1 0.0 -0.1 0.0723
H -0.042173 2.266747 0.481109 0.0 0.0 -0.1 0.0964
H 1.525454 1.861535 1.018216 0.3 -0.3 -0.1 0.0220
H 0.284907 2.188159 2.255237 0.0 0.0 0.1 0.1062
H 0.351801 -1.430213 0.102436 0.1 0.0 0.0 0.1042
H 0.890479 0.070430 -0.699454 0.3 0.0 0.0 0.0852
```
Positions in Å, forces in eV/Å.

Spin multiplicity: 1
Energy relative to the best compared isomer or geometry (same formula, charge and spin) (kJ/mol): 0.0
Gap between HOMO and LUMO (Ha): 0.20109


Density functional theory data (the ωB97M-V functional and the def2-TZVPD basis) for C8H17ClI2O2PTb as an isolated structure.

```
32
Properties=species:S:1:pos:R:3:forces:R:3:lowdin_charge:R:1
I -3.130858 3.514255 -0.339019 1.1 -0.3 -1.2 0.4051
I -1.329716 3.061516 -2.513439 -1.1 0.5 0.9 0.3614
Tb -0.555085 1.362842 -0.012797 0.4 -2.0 0.5 0.8188
P -1.831444 -1.367750 -0.464812 -1.5 -0.9 0.0 0.6977
C -1.927606 -2.400944 -2.014247 0.4 0.3 -0.3 -0.2735
C -2.158861 -2.671990 0.830119 0.4 0.5 0.2 -0.2523
H -3.565991 0.056451 0.472112 -0.2 -0.1 -0.4 0.0166
H -4.280758 -1.194221 -0.617049 0.2 0.3 0.0 0.0664
H -3.459775 0.233583 -1.344280 -0.2 -0.1 0.3 0.0156
C -3.462447 -0.469317 -0.493077 0.5 -0.3 0.0 -0.3186
H -2.227061 -2.146374 1.802714 0.1 -0.5 -0.4 0.0326
H -3.100288 -3.230600 0.644384 0.5 0.5 -0.1 0.0708
H -2.862057 -3.009738 -2.077826 0.7 0.6 0.3 0.0729
H -1.051494 -3.094258 -2.045662 -0.7 0.6 -0.1 0.0599
H -1.310483 -3.386938 0.835091 -0.5 0.4 0.1 0.0587
H -1.891861 -1.713247 -2.891108 0.0 -0.6 0.4 0.0480
C 0.862366 -0.539675 -2.000790 1.8 -0.2 -2.4 -0.0242
O 1.474639 -0.910073 -2.890441 -1.6 0.7 2.3 0.1298
Cl -1.146706 0.750225 2.274741 -0.3 0.2 -0.3 0.0023
C 3.491508 0.895977 2.018570 -0.9 0.0 0.4 -0.1378
C 3.131257 2.376031 2.067509 0.3 -0.1 -0.2 -0.1324
C 1.747638 2.409504 1.448232 0.2 0.1 0.2 -0.2184
O 1.626329 1.224960 0.554518 1.5 0.2 -0.2 -0.4345
C 2.959400 0.464512 0.665579 0.3 0.3 0.4 -0.0758
H 4.552648 0.740303 2.200289 0.0 -0.2 -0.3 0.1421
H 2.911369 0.359509 2.779423 0.3 0.1 0.1 0.1348
H 3.843658 2.974744 1.491440 -0.1 -0.1 0.0 0.1351
H 3.124876 2.754375 3.080118 -0.1 0.1 0.2 0.1353
H 0.987724 2.249848 2.208638 -0.1 0.3 0.1 0.0595
H 1.632520 3.342419 0.890049 -0.3 -0.2 -0.2 0.1305
H 3.682720 0.794658 -0.093104 -0.8 -0.1 -0.3 0.1434
H 2.746173 -0.598994 0.628874 -0.2 0.1 -0.3 0.1301
```
Positions in Å, forces in eV/Å.

Net charge: +2
Spin multiplicity: 7
Energy relative to the best compared isomer or geometry (same formula, charge and spin) (kJ/mol): 0.0
Gap between HOMO and LUMO (alpha / beta) (Ha): 0.21815 / 0.21675


| no. | E_tot (hartree) | largest force on an atom (eV/Å) |
| --- | --- | --- |
| 1 | -464.77364 | 4.276 |
| 2 | -1088.77356 | 0.501 |
| 3 | -787.71853 | 1.472 |
| 4 | -787.64977 | 4.148 |
| 5 | -1110.75699 | 3.071 |
| 6 | -1071.60528 | 1.590 |
| 7 | -5879.64479 | 1.424 |
| 8 | -2686.39580 | 3.001 |